ORCA calculation (wB97M-V/def2-TZVPD) on C28H24N10OSTc as an isolated structure.

Highest occupied orbital energy (alpha / beta)   -12.6 / -12.6 eV
⟨S²⟩   3.781
Charge   +2
Multiplicity   4
Orbital gap (alpha / beta)   6.651 / 5.386 eV
ΔE to the lowest compared entry with this formula, charge and spin   0.1385 eV

Last column: Löwdin spin population.
Cartesian coordinates (Å):
Tc 0.520 0.685 1.110  2.201
N -1.692 -1.558 4.161  -0.006
C -1.082 -1.023 3.103  0.008
S -0.611 0.664 3.224  0.098
N -0.903 -1.798 2.060  0.001
N -0.289 -1.184 1.007  -0.019
C 0.003 -1.903 -0.039  0.050
C -0.319 -3.332 -0.188  0.004
C -1.625 -3.800 -0.042  0.005
C -1.897 -5.146 -0.219  0.000
C -0.870 -6.034 -0.520  0.005
C 0.431 -5.573 -0.663  0.000
C 0.705 -4.223 -0.512  0.005
C 0.694 -1.169 -1.117  0.010
C 0.872 -1.672 -2.387  0.005
C 1.388 -0.846 -3.376  0.013
C 1.699 0.468 -3.076  0.007
C 1.517 0.907 -1.781  0.018
N 1.058 0.095 -0.821  0.018
H -1.868 -1.012 4.983  0.000
H -2.017 -2.510 4.120  0.000
H -2.422 -3.105 0.193  0.000
H -2.914 -5.508 -0.119  0.000
H -1.086 -7.087 -0.652  0.000
H 1.232 -6.265 -0.899  0.000
H 1.722 -3.859 -0.630  0.000
H 0.576 -2.689 -2.601  0.000
H 1.524 -1.223 -4.383  0.000
H 2.069 1.150 -3.830  0.000
H 1.745 1.925 -1.489  0.001
N 4.232 -0.113 2.756  0.011
C 3.845 -1.436 2.845  0.001
C 2.588 -1.497 2.338  0.007
N 2.222 -0.228 1.947  0.004
C 3.232 0.584 2.212  0.016
C 3.053 1.987 1.865  0.020
N 1.885 2.333 1.341  0.021
C 1.946 3.681 1.041  0.008
C 3.169 4.143 1.406  0.002
N 3.851 3.057 1.922  0.013
H 5.120 0.250 3.066  0.000
H 4.480 -2.199 3.266  0.000
H 1.928 -2.349 2.246  0.000
H 1.113 4.214 0.607  0.000
H 3.604 5.129 1.352  0.000
H 4.792 3.087 2.282  0.000
O -0.841 1.730 0.330  0.327
C -1.694 2.707 0.002  0.011
C -1.857 3.794 0.869  0.040
C -2.709 4.829 0.555  -0.006
C -3.422 4.786 -0.637  0.042
C -3.286 3.696 -1.478  -0.007
C -2.437 2.624 -1.188  0.037
C -2.377 1.443 -2.079  -0.002
N -1.660 0.341 -1.932  0.012
C -1.996 -0.484 -2.984  0.004
C -2.915 0.117 -3.785  0.008
N -3.146 1.335 -3.202  0.005
H -1.308 3.781 1.805  0.001
H -2.832 5.663 1.237  -0.001
H -4.096 5.593 -0.897  0.002
H -3.866 3.686 -2.393  -0.001
H -1.569 -1.471 -3.100  0.000
H -3.419 -0.205 -4.684  0.000
H -3.791 2.019 -3.549  0.000